{
  "formula": "C35H42N8PPbS2",
  "method": "the ωB97M-V functional and the def2-TZVPD basis",
  "elements": ["Pb", "C", "N", "C", "C", "N", "C", "C", "C", "C", "C", "C", "N", "C", "N", "C", "C", "C", "C", "C", "C", "N", "H", "H", "H", "H", "H", "H", "H", "H", "H", "H", "H", "H", "H", "H", "H", "N", "C", "C", "N", "H", "H", "H", "H", "H", "H", "H", "H", "S", "P", "S", "C", "C", "C", "C", "C", "C", "C", "C", "C", "C", "C", "C", "H", "H", "H", "H", "H", "H", "H", "H", "H", "H", "C", "C", "C", "C", "C", "N", "H", "H", "H", "H", "H", "H", "H", "H", "H"],
  "xyz": [[0.569, 0.179, 0.190], [-1.223, -1.616, 2.682], [-0.336, -1.965, 1.566], [0.769, -2.873, 1.894], [2.098, -2.177, 1.891], [2.379, -1.093, 1.193], [3.736, -0.840, 1.396], [4.581, 0.131, 0.866], [5.903, 0.121, 1.263], [6.389, -0.835, 2.164], [5.575, -1.824, 2.675], [4.247, -1.811, 2.269], [3.173, -2.640, 2.554], [-1.408, -0.138, 2.872], [-0.888, 0.816, 2.130], [-1.382, 2.015, 2.642], [-1.187, 3.337, 2.248], [-1.853, 4.324, 2.950], [-2.700, 4.020, 4.022], [-2.900, 2.717, 4.433], [-2.225, 1.730, 3.727], [-2.210, 0.351, 3.842], [-2.216, -2.051, 2.536], [-0.834, -2.029, 3.617], [-0.883, -2.355, 0.811], [0.623, -3.349, 2.867], [0.817, -3.676, 1.154], [4.219, 0.839, 0.133], [6.583, 0.863, 0.868], [7.431, -0.803, 2.451], [5.957, -2.575, 3.352], [3.205, -3.463, 3.135], [-0.542, 3.584, 1.414], [-1.721, 5.361, 2.671], [-3.210, 4.822, 4.537], [-3.551, 2.480, 5.263], [-2.704, -0.185, 4.538], [1.842, 2.400, 0.658], [1.855, 3.286, -0.524], [2.414, 2.537, -1.734], [1.567, 1.374, -2.055], [1.447, 2.871, 1.466], [2.798, 2.161, 0.910], [2.451, 4.187, -0.358], [0.827, 3.590, -0.740], [3.416, 2.176, -1.497], [2.502, 3.229, -2.575], [2.093, 0.685, -2.584], [0.778, 1.658, -2.626], [-2.841, 4.390, -0.523], [-2.535, 4.014, -2.521], [-2.189, 2.462, -1.207], [-3.942, 3.750, -3.589], [-4.367, 2.452, -3.868], [-5.449, 2.276, -4.712], [-6.101, 3.380, -5.249], [-5.680, 4.670, -4.948], [-4.587, 4.867, -4.124], [-1.061, 4.740, -3.234], [-0.557, 5.953, -2.773], [0.536, 6.508, -3.419], [1.114, 5.853, -4.499], [0.623, 4.625, -4.932], [-0.478, 4.064, -4.309], [-3.862, 1.605, -3.423], [-5.793, 1.278, -4.945], [-6.949, 3.232, -5.903], [-6.208, 5.523, -5.351], [-4.246, 5.866, -3.882], [-1.021, 6.458, -1.935], [0.926, 7.461, -3.091], [1.947, 6.308, -5.018], [1.086, 4.118, -5.767], [-0.892, 3.121, -4.649], [-2.019, -4.225, -2.826], [-2.123, -2.755, -3.267], [-1.456, -2.562, -4.640], [-3.595, -2.311, -3.310], [-1.425, -1.919, -2.301], [-0.878, -1.249, -1.537], [-2.521, -4.847, -3.564], [-2.502, -4.385, -1.862], [-0.980, -4.546, -2.762], [-1.980, -3.172, -5.375], [-0.413, -2.878, -4.618], [-1.503, -1.521, -4.961], [-4.126, -2.923, -4.038], [-3.682, -1.266, -3.610], [-4.075, -2.441, -2.340]],
  "forces_ev_per_a": [[0.058, 0.360, -0.001], [0.005, 0.053, 0.072], [-0.069, -0.041, 0.195], [0.090, -0.035, 0.034], [0.036, 0.149, -0.008], [0.019, -0.176, 0.124], [0.237, -0.258, 0.232], [-0.096, -0.048, 0.020], [-0.045, 0.122, -0.069], [0.003, -0.069, 0.039], [0.022, -0.073, 0.053], [0.009, 0.346, -0.265], [-0.052, -0.087, 0.047], [-0.042, 0.119, -0.025], [-0.024, -0.168, 0.215], [-0.298, -0.028, 0.360], [0.027, -0.083, -0.051], [0.038, 0.077, -0.084], [-0.046, -0.071, 0.051], [-0.011, -0.022, 0.053], [0.156, 0.224, -0.260], [-0.012, -0.072, 0.025], [0.059, -0.067, 0.034], [-0.017, -0.035, -0.032], [-0.007, -0.043, 0.006], [-0.043, -0.051, -0.052], [-0.040, 0.009, 0.024], [0.065, 0.049, -0.042], [0.013, -0.009, -0.007], [0.009, -0.013, 0.008], [0.015, -0.003, 0.008], [-0.045, 0.002, 0.006], [-0.010, 0.056, -0.037], [0.029, 0.002, -0.004], [0.018, 0.006, 0.026], [-0.009, 0.018, 0.008], [0.002, -0.041, -0.027], [0.181, 0.088, 0.065], [0.081, -0.153, -0.229], [-0.243, 0.115, 0.183], [0.361, 0.093, -0.133], [0.070, 0.052, 0.009], [0.003, 0.078, 0.108], [-0.057, 0.001, 0.026], [0.004, 0.037, 0.050], [0.041, 0.013, -0.075], [0.057, 0.000, 0.044], [-0.056, 0.082, -0.136], [0.029, -0.022, -0.046], [0.064, -0.015, -0.337], [-0.008, -0.232, 0.062], [-0.074, 0.157, -0.031], [0.459, 0.101, 0.272], [0.007, 0.051, 0.030], [-0.013, -0.056, -0.015], [0.029, -0.029, 0.053], [-0.010, 0.091, -0.010], [0.079, -0.010, 0.033], [-0.467, -0.106, 0.145], [-0.056, -0.038, 0.032], [0.039, 0.060, -0.004], [-0.024, 0.000, 0.047], [0.002, -0.077, -0.048], [-0.062, 0.017, 0.028], [-0.046, -0.043, -0.028], [-0.007, -0.002, -0.014], [-0.015, 0.014, -0.001], [0.014, 0.003, -0.031], [-0.048, 0.049, -0.079], [0.024, 0.044, -0.010], [0.001, 0.008, 0.000], [0.033, -0.008, 0.022], [-0.010, 0.013, -0.022], [0.022, 0.027, -0.120], [0.038, 0.052, 0.056], [-0.279, -0.319, -0.439], [0.027, 0.025, 0.059], [0.052, 0.014, 0.051], [0.272, 0.313, 0.404], [-0.512, -0.564, -0.579], [-0.012, 0.007, -0.013], [-0.002, -0.003, 0.006], [0.005, -0.009, -0.005], [-0.019, -0.008, 0.005], [0.007, 0.000, -0.012], [-0.010, 0.001, -0.013], [0.009, -0.008, -0.016], [-0.009, 0.001, -0.022], [-0.014, 0.002, 0.000]],
  "fmax_ha_per_bohr": 0.019,
  "charge": 3,
  "gap_ev": 7.41,
  "relative_energy_ev": 0.240,
  "homo_energy_ev": -15.49,
  "lumo_energy_ev": -8.07
}